Entry 1:
Computed, not measured: a 15-piece molecular cluster, C23H71FN28O19S overall, with ωB97M-V with the def2-TZVPD basis set.

```
143
Properties=species:S:1:pos:R:3:forces:R:3
C -0.40700 -4.38708 0.41902 -0.79 0.23 -2.16
C -1.77740 -3.77738 -0.32011 -4.78 0.04 4.81
O -2.86913 -3.65001 0.48309 6.51 -0.31 -5.65
O -1.83851 -3.43926 -1.75056 0.79 0.94 3.46
C -1.85064 -1.98673 -1.98410 -1.31 1.44 -1.89
C -0.47210 -1.42890 -2.74792 -1.04 -0.49 0.82
C 0.08881 -2.66297 -3.67189 1.74 -0.02 -0.21
C 1.36333 -2.26372 -4.64400 -0.46 -0.83 -0.60
F -0.95288 -3.24159 -4.59939 1.86 1.46 2.49
C -0.83889 -0.09664 -3.64004 -0.39 -0.21 0.26
C 0.26690 1.11128 -3.56118 -0.99 0.17 -2.05
S 1.06336 1.35153 -1.88136 3.11 5.69 2.18
O 0.72069 2.80831 -1.38983 0.18 -5.92 -1.43
O 2.62287 1.25905 -1.89948 -5.65 -1.12 -0.35
O 0.33997 0.17784 -0.83447 1.57 0.83 -3.18
C 0.59605 -1.10217 -1.51577 0.24 -2.60 -1.42
H 0.05229 -3.55879 1.13676 -1.13 -1.92 -1.60
H -0.67227 -5.38868 0.97454 0.27 2.31 -0.94
H 0.34936 -4.66947 -0.43667 -1.80 0.84 1.99
H -2.72434 -1.78529 -2.77217 1.77 -0.61 1.76
H -2.12837 -1.35488 -1.03280 0.80 -1.39 -1.67
H 0.50986 -3.48035 -2.91320 -1.53 1.37 -1.87
H 2.37216 -2.70406 -4.20513 -2.13 1.33 -0.81
H 1.42862 -1.12574 -4.91091 0.05 -2.29 0.74
H 1.20867 -2.83096 -5.68274 0.25 1.23 2.35
H -1.87654 0.37287 -3.30902 2.19 -1.12 -0.51
H -0.97740 -0.44839 -4.75576 0.42 0.87 2.19
H 1.10067 1.03953 -4.41060 -1.48 -0.06 2.31
H -0.31882 2.12166 -3.79962 1.51 -1.98 0.98
H 0.47398 -1.95890 -0.72552 0.41 1.82 -1.38
H 1.67521 -1.18550 -1.99345 -1.94 0.46 1.37
C 0.40266 -2.63855 4.44725 0.82 0.01 -0.37
O 1.50587 -2.55806 3.93045 0.01 -0.02 -0.06
N 0.09796 -3.56869 5.37009 0.08 -1.16 0.99
N -0.60702 -1.80435 4.14015 -0.84 1.20 -0.60
H -0.80458 -3.65081 5.80678 0.17 0.01 -0.11
H 0.83001 -4.21673 5.62989 -0.31 0.26 -0.10
H -0.41963 -1.08910 3.44959 -0.09 -0.30 0.26
H -1.52212 -1.85493 4.55491 0.16 -0.04 -0.12
C 3.03318 -5.37010 0.70869 0.71 0.61 0.89
O 2.05963 -4.77291 0.27717 0.40 0.08 -0.44
N 3.78936 -4.89668 1.71552 -0.34 0.74 0.39
N 3.43693 -6.55495 0.21601 -0.09 -1.41 -0.99
H 4.59455 -5.37378 2.08438 0.25 -0.08 0.04
H 3.51983 -4.00723 2.11500 -0.01 -0.27 -0.10
H 2.89501 -6.94680 -0.54317 0.27 0.14 0.30
H 4.23579 -7.06169 0.55812 -0.07 0.21 0.02
C 3.96948 2.40078 1.84649 0.55 -0.42 -0.10
O 5.14312 2.11839 2.02941 0.28 0.02 0.06
N 3.22003 3.02877 2.77040 -0.41 0.75 1.36
N 3.32062 2.10927 0.70473 -0.01 -0.37 -0.94
H 2.25227 3.26958 2.63821 -0.02 0.05 -0.04
H 3.67022 3.26633 3.64461 -0.20 -0.10 -0.35
H 3.84861 1.63634 -0.01717 -0.39 0.24 0.25
H 2.35468 2.33370 0.53563 0.09 0.07 -0.07
C 4.74022 -0.37715 -4.82832 -0.13 0.03 0.37
O 3.89279 -0.84742 -5.57085 -0.26 -0.04 -0.55
N 6.03398 -0.26569 -5.17963 1.23 -0.09 -0.93
N 4.45615 0.07168 -3.59241 -0.59 -0.08 0.51
H 6.74621 0.11865 -4.58211 -0.14 -0.07 -0.11
H 6.29039 -0.59197 -6.10220 0.02 0.13 0.40
H 3.49336 0.00607 -3.28861 0.48 0.26 0.10
H 5.14019 0.46209 -2.96656 -0.18 -0.04 -0.07
C -1.48187 5.56616 -3.10811 0.36 -0.20 0.09
O -0.37865 5.64664 -3.62490 0.38 0.03 -0.32
N -1.78657 4.63601 -2.18526 0.16 -1.22 0.67
N -2.49155 6.40035 -3.41520 -0.81 1.24 -0.79
H -2.68910 4.55390 -1.74857 -0.13 0.23 -0.08
H -1.05452 3.98797 -1.92546 -0.05 0.28 0.06
H -2.30416 7.11560 -4.10576 -0.05 -0.31 0.31
H -3.40665 6.34977 -3.00044 0.10 -0.16 0.13
C 1.24998 6.05313 1.78279 0.19 0.13 -0.13
O 0.54461 5.05945 1.85826 -0.27 -0.66 0.21
N 2.54340 6.00076 1.41678 0.98 -0.53 -0.33
N 0.79701 7.28934 2.05887 -0.94 0.91 0.44
H 3.14012 6.80781 1.34892 -0.15 -0.16 -0.01
H 2.92413 5.08890 1.20016 -0.01 0.33 0.05
H -0.17172 7.37311 2.33838 0.33 0.02 -0.12
H 1.36252 8.11941 2.00243 -0.11 -0.20 -0.03
C -5.96878 5.24352 -1.63606 -0.88 0.09 -0.17
O -4.79513 4.96112 -1.45314 1.21 -0.30 0.17
N -6.71822 5.87150 -0.71215 0.02 0.66 0.97
N -6.61763 4.95200 -2.77782 0.28 -0.30 -0.95
H -7.68598 6.11232 -0.84434 0.16 -0.16 -0.03
H -6.26803 6.10906 0.16206 -0.22 -0.19 -0.24
H -6.08964 4.47907 -3.49972 -0.26 0.17 0.27
H -7.58357 5.17643 -2.94692 -0.14 -0.28 -0.01
C -2.76453 3.91402 4.01643 0.12 0.65 -0.62
O -3.32828 4.97852 3.81730 -0.07 0.10 0.18
N -1.56247 3.61803 3.49003 0.89 0.11 -0.52
N -3.29486 2.94176 4.78003 -1.04 -0.82 1.21
H -1.08258 2.74712 3.64250 -0.11 0.18 -0.03
H -1.12813 4.32286 2.90873 0.21 -0.18 -0.04
H -4.19914 3.12410 5.19548 0.00 -0.27 -0.28
H -2.84589 2.05880 4.95556 -0.08 0.19 -0.05
C -5.77673 1.79165 0.64429 -0.16 0.59 -0.06
O -6.65606 2.62989 0.76580 -0.32 0.05 -0.09
N -4.63277 2.02908 -0.02251 0.90 0.51 -0.74
N -5.87300 0.55557 1.16627 -0.60 -1.32 0.78
H -3.89730 1.35170 -0.13329 -0.17 0.11 0.09
H -4.52006 2.94761 -0.43112 -0.01 -0.02 0.04
H -6.71864 0.33559 1.67625 0.38 0.07 -0.18
H -5.15967 -0.14810 1.07677 -0.13 0.11 0.00
C 6.73428 -7.13176 2.77953 -0.10 -0.39 0.34
O 6.17052 -6.06726 2.58040 -0.10 0.51 -0.24
N 7.93634 -7.42775 2.25314 1.09 0.29 -0.76
N 6.20395 -8.10402 3.54313 -0.85 -0.21 0.59
H 8.41623 -8.29866 2.40560 -0.16 0.09 0.03
H 8.37068 -6.72292 1.67183 -0.14 -0.28 0.23
H 5.29967 -7.92168 3.95858 0.39 -0.03 -0.13
H 6.65292 -8.98698 3.71867 -0.03 -0.26 -0.06
C -10.11229 3.34400 -2.68922 0.30 -0.08 0.13
O -9.47931 4.21343 -3.26719 0.13 0.48 -0.25
N -11.43932 3.18635 -2.84345 -1.36 0.29 -0.54
N -9.53948 2.46581 -1.84643 0.90 -0.51 0.50
H -11.97778 2.47658 -2.37620 0.14 0.14 -0.09
H -11.90949 3.82698 -3.46945 0.15 -0.27 0.26
H -8.54163 2.54973 -1.70210 -0.27 -0.04 0.14
H -10.04399 1.74316 -1.36141 0.11 0.18 -0.07
C -5.16594 4.53846 7.85846 -0.24 -0.20 -0.54
O -6.01336 4.06818 7.11593 -0.06 -0.17 -0.10
N -3.87218 4.64991 7.50715 1.11 -0.13 -0.57
N -5.45000 4.98728 9.09437 -0.83 0.37 1.36
H -3.15995 5.03426 8.10467 -0.17 -0.05 -0.13
H -3.61576 4.32363 6.58458 0.09 0.30 0.32
H -6.41280 4.92167 9.39817 0.40 0.05 -0.10
H -4.76597 5.37769 9.72022 -0.14 -0.07 -0.15
C 6.30344 -11.86494 4.36830 0.07 0.02 0.00
O 6.93643 -10.99550 3.79034 0.28 0.39 -0.16
N 4.97641 -12.02259 4.21408 -1.23 0.30 -0.46
N 6.87625 -12.74313 5.21109 0.99 -0.54 0.65
H 4.43796 -12.73236 4.68133 0.11 0.13 -0.09
H 4.50624 -11.38196 3.58808 0.13 -0.29 0.22
H 7.87410 -12.65920 5.35542 -0.39 -0.07 -0.03
H 6.37174 -13.46578 5.69611 0.09 0.14 -0.11
C 5.73208 2.00107 -9.21276 0.44 0.37 -0.65
O 6.38213 2.42286 -10.15624 0.04 0.00 -0.04
N 5.68158 0.69615 -8.88981 0.31 -1.58 0.07
N 5.00811 2.80338 -8.41164 -0.63 1.21 0.62
H 5.15204 0.32983 -8.11688 -0.07 0.04 -0.10
H 6.21262 0.05786 -9.46767 -0.25 0.26 0.21
H 5.01884 3.79334 -8.62006 -0.02 -0.41 0.10
H 4.46659 2.47470 -7.63015 0.09 0.03 -0.13
```
Forces are in eV/Å.

As for the total charge: 0.



Entry 2:
Computed, not measured: a 2-piece molecular cluster, C2H2N2O2 overall, with ωB97M-V with the def2-TZVPD basis set.

```
8
Properties=species:S:1:pos:R:3:forces:R:3
C -0.86047 0.91109 -1.34370 4.26 -4.64 3.33
C 0.21419 -0.59701 -0.25757 -4.53 4.05 -0.62
N -1.55454 1.61678 -1.88996 -1.58 1.65 -1.26
N 0.47448 -0.02991 1.04317 0.57 0.32 2.78
O 1.64032 0.24124 1.28720 -0.02 0.20 -0.82
O -0.38290 -0.02671 1.90806 -0.50 0.08 -1.00
H -0.65849 -1.18497 -0.20454 -0.55 -0.93 -0.16
H 1.12741 -0.93051 -0.54266 2.33 -0.73 -2.25
```
Forces are in eV/Å.

The relative energy (zero: lowest compared OMol25 entry of this formula, charge and spin) is 162.9 kcal per mole. As for the total charge: 0.



Entry 3:
Computed, not measured: one molecule with the formula C21H18N8O2S, with ωB97M-V with the def2-TZVPD basis set.

```
50
Properties=species:S:1:pos:R:3:forces:R:3
O -4.41310 1.22783 2.66900 0.81 0.38 -0.43
N 0.28081 1.26921 -2.59786 0.76 0.01 -2.44
N -2.13065 6.35962 3.62770 -0.55 -1.60 0.37
N 3.01730 -5.82866 -2.36417 -1.06 1.82 -3.92
N 3.22457 -5.96131 -0.00699 1.29 -1.46 -2.35
O -3.23579 5.50878 3.34983 1.40 -1.89 -0.35
S 1.66785 -3.63377 -3.37085 0.10 0.79 -1.64
C -3.58647 2.08159 2.31814 -2.13 -3.71 0.75
C 1.01319 1.10190 -3.70098 0.01 -1.86 1.62
C -1.11542 5.55400 3.66866 0.66 0.46 -1.13
C -1.37396 4.14543 3.30062 -0.81 3.68 0.73
C 1.32387 -2.27220 -2.26636 0.97 -1.31 0.53
C 1.61917 -2.74039 -1.00364 0.71 0.27 0.49
C 0.19500 0.04146 -2.06359 -0.25 -0.88 0.66
C -2.69355 4.23172 3.15193 -2.67 0.57 -0.17
C 0.96572 -0.90406 -2.72406 -0.12 -0.54 0.53
C 3.38270 -6.38054 -1.29996 1.84 -1.74 3.38
C 2.46982 -4.62381 -2.22953 -1.61 0.92 2.01
C 2.68420 -4.78431 0.08961 -0.62 -1.37 2.14
C -2.38328 -1.60224 0.13534 1.54 -0.64 1.46
C -1.39789 -1.45741 -0.85161 -0.24 1.72 -0.35
C -2.63165 -0.60803 1.08157 -0.88 2.38 -0.10
C -1.17729 0.89778 -0.16940 -0.86 -0.11 -0.07
C 2.23329 -4.06391 -0.95443 -0.55 2.56 -3.42
C -0.79910 -0.17973 -1.03036 -0.78 -0.09 2.27
C -2.18989 0.73313 0.82287 1.49 -1.95 -2.12
N -3.66377 3.27813 2.87776 -0.63 3.01 1.05
N 2.40081 -4.43661 1.36236 -0.89 1.19 1.47
N -2.66586 1.90744 1.38006 1.14 0.81 -0.18
N 1.49696 -0.22735 -3.79505 1.03 1.59 -1.94
C 0.19691 6.18132 3.92177 0.81 -1.94 0.96
C 2.44700 -0.68388 -4.91971 -1.37 2.18 -0.89
H 1.11751 1.86781 -4.43429 0.56 0.09 -0.46
H -0.72059 3.37676 3.05904 1.00 -1.17 0.05
H 1.60245 -2.16516 -0.06253 -0.27 0.01 -0.80
H 3.95892 -7.27637 -1.47872 -0.11 -0.50 0.59
H -2.73421 -2.58860 0.44356 -0.16 0.11 -0.63
H -1.08150 -2.21128 -1.57141 -0.54 -0.14 0.48
H -3.29957 -0.68462 1.95110 0.16 -0.52 -0.72
H -0.79629 1.94098 -0.29642 -0.09 -1.16 -0.25
H -4.57744 3.37610 3.30091 0.20 0.39 0.23
H 2.51512 -5.24461 1.93181 0.40 -0.50 0.67
H 1.44192 -4.13763 1.46846 0.03 0.56 0.06
H -2.36897 2.79899 1.00416 0.58 -0.44 -0.30
H 0.90891 5.81459 3.18109 0.32 -0.31 0.48
H 0.23560 7.21477 3.84540 -0.60 2.02 -0.29
H 0.46325 5.97526 4.98202 0.41 -0.25 -0.80
H 3.26188 -1.29195 -4.62741 0.14 -1.22 0.87
H 1.86920 -1.10292 -5.80573 0.71 0.33 1.38
H 3.04234 0.20675 -5.29968 -1.29 -0.58 0.50
```
Forces are in eV/Å.

The relative energy (zero: lowest compared OMol25 entry of this formula, charge and spin) is 0.0 kcal per mole. As for the total charge: 0. As for the SMILES: Cc1cc(NC(=O)Nc2cccc(-c3ncn(C)c3-c3cc4c(N)ncnc4s3)c2)on1.



Entry 4:
Computed, not measured: C5H13NO2 as an isolated structure, with ωB97M-V with the def2-TZVPD basis set.

```
21
Properties=species:S:1:pos:R:3:forces:R:3
C -2.13365 -0.14446 -0.36999 0.68 -2.51 -0.73
C 0.19612 0.59655 -0.19700 5.45 -1.97 -1.14
C -0.29613 -0.69716 -0.57157 -6.54 1.91 1.14
C 2.63278 -1.00730 0.09735 -0.05 0.54 0.05
C 0.28911 1.04478 1.23126 0.03 -0.02 0.03
N 1.76945 -0.17771 -0.71360 -0.37 1.68 0.35
O -2.54831 0.77829 -1.34552 0.43 0.16 0.16
O -2.55713 0.25000 0.90928 0.28 0.03 0.13
H -2.26947 1.65286 -1.04163 -0.05 -0.05 -0.12
H -3.52468 0.17202 0.94481 0.36 0.04 -0.08
H -2.60492 -1.09444 -0.63855 -0.33 0.19 -0.10
H 2.04397 -0.11062 -1.69039 -0.34 0.30 0.41
H 0.04785 1.39091 -0.92405 0.06 -0.10 0.00
H -0.36387 -0.93142 -1.62827 0.29 -0.07 0.21
H -0.21774 -1.50092 0.15382 0.28 0.04 -0.21
H 3.62010 -0.54655 0.23907 0.03 -0.16 0.14
H 2.21019 -1.16157 1.09528 -0.06 0.04 -0.07
H 2.78467 -2.00318 -0.34150 -0.06 0.08 0.03
H -0.62167 1.58062 1.51207 0.09 -0.09 -0.03
H 1.14597 1.70957 1.36593 -0.12 -0.04 -0.10
H 0.39736 0.19974 1.91321 -0.05 0.03 -0.08
```
Forces are in eV/Å.

The relative energy (zero: lowest compared OMol25 entry of this formula, charge and spin) is 118.0 kcal per mole. As for the total charge: 0.



| no. | gap between HOMO and LUMO (eV) |
| --- | --- |
| 1 | 9.0 |
| 2 | 9.6 |
| 3 | 7.8 |
| 4 | 7.8 |